Entry 1:
The following is a quantum chemistry calculation of an isolated molecule of C6H9NO3S at a distorted geometry, from the Open Molecules 2025 dataset.

Results
gap between HOMO and LUMO (spin up / spin down): 8.080 / 6.409 eV
lowest unoccupied orbital energy (spin up / spin down): -0.07 / -0.50 eV
multiplicity: 1
relative energy (zero: lowest compared OMol25 entry of this formula, charge and spin): 5.0194 eV
HOMO energy (spin up / spin down): -8.154 / -6.914 eV
calculated total energy: -912.51445 Ha

Element x y z (Å)
S 2.441 1.271 -0.072
O -3.403 0.109 -0.562
O -1.403 0.233 -1.605
O 2.221 -1.247 -0.683
N 0.004 0.644 0.713
C 0.984 -1.623 -0.197
C 2.143 -0.038 -1.304
C 0.862 1.627 0.448
C -1.455 0.724 0.769
C -2.247 0.400 -0.526
C 0.459 -0.772 1.071
H 1.209 0.013 -1.899
H -1.707 1.670 1.086
H -0.311 -1.452 1.485
H 1.144 -0.602 1.795
H 0.887 -2.561 0.242
H -1.938 0.050 1.518
H 0.378 -1.615 -1.110
H -0.581 0.648 -1.593
H 0.313 2.520 0.423

Cartesian forces, eV/Å:
S -0.06 0.40 -0.83
O 0.53 0.45 -0.09
O -3.97 -1.12 -0.43
O 1.41 -1.19 0.08
N -2.23 -4.21 1.48
C -1.31 2.11 0.78
C 0.25 0.75 0.73
C -0.07 -0.96 -0.12
C -0.24 -1.00 -0.37
C 2.01 -0.79 -0.24
C -1.64 0.20 -4.52
H 0.41 0.53 0.14
H -0.82 2.38 0.56
H -0.23 1.15 -0.16
H 2.77 -0.08 2.07
H 1.01 -2.22 0.19
H 0.91 0.36 -0.41
H -1.05 0.15 0.77
H 2.24 1.28 0.75
H 0.06 1.81 -0.36

Entry 2:
The following is a quantum chemistry calculation of C4H6N2 as an isolated structure, from the Open Molecules 2025 dataset.

Results
gap between HOMO and LUMO: 9.727 eV
lowest unoccupied orbital energy: 0.70 eV
multiplicity: 1
relative energy (zero: lowest compared OMol25 entry of this formula, charge and spin): 4.2740 eV
HOMO energy: -9.027 eV
calculated total energy: -265.37850 Ha

Element x y z (Å)
N -0.232 -0.094 0.135
N 1.652 1.078 0.126
C 0.369 1.157 0.255
C 1.932 -0.260 -0.094
C 0.858 -1.119 -0.214
C -1.623 -0.296 -0.261
H 0.077 -0.871 0.927
H -0.206 2.052 0.463
H -1.747 0.025 -1.297
H -2.285 0.278 0.391
H -1.842 -1.362 -0.189
H 2.969 -0.558 -0.193

Cartesian forces, eV/Å:
N -0.06 0.07 -0.04
N -0.28 -0.08 0.02
C 0.09 -0.02 0.04
C 0.12 -0.21 -0.05
C 0.31 0.25 -0.12
C -0.11 0.00 -0.05
H -0.05 0.09 0.17
H 0.07 -0.12 -0.03
H 0.00 -0.06 0.12
H 0.07 -0.09 -0.09
H 0.02 0.15 0.00
H -0.16 0.00 0.01

Entry 3:
The following is a quantum chemistry calculation of a 4-piece molecular cluster, C5H15N2O overall at a distorted geometry, from the Open Molecules 2025 dataset.

Results
gap between HOMO and LUMO: 5.376 eV
lowest unoccupied orbital energy: -7.45 eV
multiplicity: 1
total charge: +1
relative energy (zero: lowest compared OMol25 entry of this formula, charge and spin): 6.4771 eV
HOMO energy: -12.829 eV
calculated total energy: -383.81300 Ha

Element x y z (Å)
O -1.124 -1.480 0.643
N 0.360 -0.708 -1.491
N -0.190 -0.063 2.490
C 0.722 0.465 1.734
C 0.330 1.138 0.509
C -1.026 1.765 0.407
C 1.358 1.274 -0.533
C 1.610 -0.223 -0.998
H -2.273 -2.727 -1.990
H -1.877 1.114 0.598
H 2.226 1.807 -0.124
H 0.957 1.787 -1.409
H -1.047 2.551 1.161
H 2.065 -0.819 -0.198
H 2.241 -0.138 -1.882
H -0.781 -0.773 1.693
H 0.097 -0.406 3.401
H 0.381 -0.794 -2.503
H -0.443 -1.174 -1.032
H -2.079 -1.616 0.674
H -1.161 2.128 -0.606
H 1.793 0.303 1.912
H -2.136 -3.411 -2.453

Cartesian forces, eV/Å:
O 0.67 1.66 2.26
N 0.17 -0.47 -2.06
N 1.46 1.33 -0.46
C 0.15 -0.92 1.33
C -0.35 1.01 -0.66
C 0.93 -0.89 -0.99
C -1.48 0.75 0.86
C -1.46 -0.99 -0.11
H 0.42 -2.14 -1.45
H 0.19 -0.40 0.49
H 0.25 -0.46 -0.03
H 0.17 0.16 0.28
H -0.04 0.35 0.08
H 0.05 0.13 -0.27
H 0.44 0.02 0.44
H -2.37 -2.01 -2.49
H 0.31 -0.45 -0.08
H -0.29 -0.14 0.47
H 1.38 0.37 0.44
H 0.02 -0.12 0.09
H 0.05 0.45 0.10
H -0.25 0.60 0.32
H -0.42 2.15 1.45

Entry 4:
The following is a quantum chemistry calculation of an isolated molecule of C8H8N2O3S at a distorted geometry, from the Open Molecules 2025 dataset.

Results
gap between HOMO and LUMO: 9.893 eV
lowest unoccupied orbital energy: 0.70 eV
multiplicity: 1
relative energy (zero: lowest compared OMol25 entry of this formula, charge and spin): 1.0168 eV
HOMO energy: -9.197 eV
calculated total energy: -1043.01911 Ha

Element x y z (Å)
S -2.610 0.478 0.862
O -0.743 -3.146 -1.359
O -2.062 0.293 -0.441
O -1.493 -0.130 1.989
N -2.386 2.195 1.017
N -1.066 -2.106 0.672
C -0.565 -2.142 -0.465
C 2.176 0.984 -0.633
C 0.455 -0.281 0.380
C 2.092 0.138 -1.728
C 1.223 -0.902 -1.823
C -0.527 -0.957 1.387
C 0.369 -1.073 -0.701
C 1.354 0.813 0.405
H 2.938 1.673 -0.609
H -1.481 -3.645 -0.972
H -1.762 2.514 0.286
H 2.797 0.284 -2.580
H 0.120 -1.150 2.294
H 1.039 -1.598 -2.638
H 1.384 1.500 1.317
H -2.293 2.370 2.022

Cartesian forces, eV/Å:
S -0.28 2.06 1.44
O -0.50 0.87 0.70
O 0.14 -0.61 -1.88
O -1.03 0.62 -0.93
N -1.27 -2.34 1.10
N -1.33 -0.29 2.77
C 1.16 -0.66 -1.30
C -0.25 -1.20 -1.16
C -0.60 0.76 1.08
C 1.69 -0.06 -2.46
C -1.98 -0.58 1.30
C 2.10 0.94 0.78
C 2.18 -0.39 -2.96
C -2.05 -0.02 3.65
H 1.42 1.75 0.00
H 0.13 -0.30 -0.23
H 0.49 0.14 0.61
H -0.55 0.05 0.80
H -0.71 -0.88 -0.99
H 0.66 0.37 -0.19
H 0.04 -1.07 -1.34
H 0.53 0.83 -0.78